{
  "formula": "C28H52GdOP2",
  "method": "ωB97M-V/def2-TZVPD",
  "elements": ["H", "H", "H", "H", "C", "H", "H", "H", "H", "H", "H", "H", "H", "C", "H", "H", "P", "H", "H", "H", "C", "C", "C", "H", "H", "H", "H", "H", "C", "C", "H", "H", "C", "C", "C", "H", "C", "H", "C", "H", "H", "C", "H", "H", "Gd", "C", "H", "H", "C", "H", "H", "H", "C", "H", "C", "C", "C", "H", "O", "H", "C", "C", "H", "H", "H", "C", "H", "H", "C", "H", "C", "H", "C", "H", "C", "H", "P", "H", "C", "C", "H", "H", "H", "H"],
  "coordinates": [[0.65417, -3.02895, -4.13920], [1.85581, -0.39679, -0.49425], [-4.89851, -3.09287, 1.18788], [2.18289, 3.29021, 0.08641], [0.95150, 0.58228, 1.21162], [-2.58939, 0.96547, 3.33928], [-2.62741, -2.08386, -5.22019], [-1.92942, 3.52569, 1.03809], [-0.62268, -0.64181, -4.30348], [0.66248, 3.28045, -0.83382], [-2.83254, 0.84881, -8.77970], [3.90246, -2.54519, -3.00658], [0.01940, -0.92581, 4.14950], [-1.30374, -0.66813, -8.43796], [0.95830, -2.30938, -6.00145], [-0.31024, -1.80084, 2.64014], [-1.07843, 1.94534, -7.43990], [-0.43992, 4.50729, 1.23679], [0.89560, -1.94950, -7.74300], [1.30277, 0.59675, -3.55468], [2.79232, -2.51096, -2.95412], [-0.58349, 1.40279, 2.73665], [0.28804, -2.21526, -6.86484], [-1.89954, 2.41790, 4.12394], [-2.73143, -4.23591, 1.42590], [-4.21369, -2.25583, -0.22070], [1.79223, 1.91520, -0.96029], [-1.34301, 1.05688, -9.73561], [-0.09091, -1.09416, -3.43909], [1.98919, -0.27330, 0.58788], [1.09812, 2.93051, -7.89793], [-1.28974, 4.31330, -7.96803], [2.39358, -3.26164, -1.65270], [2.42983, -1.06012, -2.97923], [-0.14716, -2.64120, -3.50978], [2.90445, -2.79075, -0.79127], [1.28247, -0.48973, -3.37597], [0.56776, 1.95407, -9.29908], [-1.03562, 3.69845, 1.68225], [2.98238, 0.17717, 0.73985], [-1.40388, 4.06016, 2.65308], [0.62805, 1.98362, -8.19982], [-1.92848, -3.31989, 0.12848], [-1.23142, -3.35594, 1.76440], [-1.34640, 0.78305, 0.43792], [-3.00123, -2.09823, 1.55663], [-3.76215, -1.10386, 3.32344], [-4.96654, -1.31597, 1.10077], [0.18822, 0.25340, 2.37473], [-3.36649, -1.20171, -6.57858], [-2.25236, -2.00315, 3.60184], [-0.69273, -0.75604, -2.57562], [1.35562, 2.65016, -0.26071], [-2.80305, 3.42272, -8.32878], [-2.51837, -1.83095, -6.28030], [-1.70838, 3.39607, -8.39810], [0.72431, 1.96486, 0.89207], [1.98686, -1.28030, 1.01288], [-2.34587, -0.90810, 1.10198], [-3.78656, -2.88139, 3.42308], [-0.11302, -3.30502, -2.16765], [0.93875, -3.45722, -1.35041], [2.83239, -4.27679, -1.74376], [-1.38539, 0.80323, 4.64337], [-0.22426, -3.16426, -7.06126], [-0.25022, 2.46388, 1.82451], [-2.51751, -2.74058, -6.89010], [2.42434, -3.04242, -3.84779], [-2.16727, -3.32121, 1.19770], [3.23336, -0.40648, -2.61510], [-3.20898, -2.01477, 3.06503], [-1.11679, -2.91386, -3.95366], [-4.35612, -2.19490, 0.86287], [-1.41884, 3.33281, -9.45643], [-1.65775, 1.40426, 3.75673], [-0.39046, -0.95043, -8.98662], [-0.96954, -0.89208, -6.59043], [0.75852, -3.87546, -0.34868], [0.31312, -1.02344, 3.09834], [-1.73454, 0.75472, -8.75256], [-2.08352, -1.39196, -8.71047], [1.23675, 1.14173, -7.83986], [-1.08296, -3.69539, -1.85204], [1.34986, -1.37881, 3.04583]],
  "gap_ev": [4.0, 6.0],
  "multiplicity": 8,
  "e_homo_ev": [-9.61, -9.61],
  "charge": 1,
  "relative_energy_kcal_mol": 0.0
}



{
  "formula": "C28H52IN4O3S2",
  "method": "ωB97M-V/def2-TZVPD",
  "elements": ["H", "H", "H", "O", "H", "H", "C", "C", "C", "H", "H", "H", "H", "H", "C", "H", "N", "H", "C", "H", "H", "N", "C", "H", "H", "H", "H", "H", "H", "I", "C", "H", "H", "H", "H", "H", "H", "C", "S", "N", "H", "H", "H", "C", "S", "H", "C", "H", "H", "C", "C", "H", "C", "O", "C", "C", "H", "C", "H", "C", "H", "H", "H", "H", "N", "H", "H", "C", "H", "H", "C", "H", "C", "C", "C", "H", "C", "H", "C", "H", "C", "H", "H", "H", "H", "H", "C", "C", "O", "C"],
  "coordinates": [[1.84046, 0.52607, 3.22719], [1.87481, 0.33635, 1.04123], [7.87731, -2.84766, -0.21759], [-8.34214, 2.15234, 0.19307], [-6.39159, 0.94262, 2.18081], [-4.28485, 2.25103, -0.31131], [5.39442, -1.06975, -2.17767], [-1.59736, 2.15808, -1.30252], [3.71961, 0.73499, -1.32442], [-5.71954, -2.23406, -2.50281], [4.30686, 0.98152, 4.95111], [2.22177, 1.86394, 4.30470], [-7.96061, 0.10717, -0.20682], [6.11448, -3.78829, 1.31418], [-6.79250, -1.99869, 1.93312], [-9.89448, 0.97883, 1.11125], [-5.58198, -0.28016, 0.72581], [-4.68076, -2.02952, 1.53316], [4.71103, -0.38332, 3.28433], [-0.77243, 2.12490, -0.58701], [6.45800, -1.25929, -1.98994], [-4.52002, -1.59991, -0.89105], [-8.90156, 1.35314, 1.33192], [1.24611, 3.10646, 2.56328], [2.98014, 1.07174, -3.31555], [4.30559, -2.33774, 0.76647], [7.09496, -3.66896, -1.59209], [-4.81339, -2.41211, -0.35717], [-5.83311, 1.81521, 0.70881], [-7.74035, -1.76349, 3.81175], [-4.67316, -1.93141, -2.35067], [7.78910, -4.60541, -0.26326], [-2.47671, 0.69295, 0.01404], [0.44023, 2.93451, 0.38679], [5.34974, 1.03482, -2.68741], [4.24064, -0.52848, 2.30443], [-4.07951, 2.27533, -2.04225], [3.13203, 2.04334, 2.39717], [-0.99311, 2.08507, -3.00676], [1.33104, 0.96181, -2.03415], [-0.20422, -0.01506, -0.99925], [-5.14631, -0.80172, 2.69978], [5.64783, 0.15880, 3.14478], [-5.30524, 0.19555, -2.76370], [0.58876, 0.28746, -4.54754], [5.83482, 0.71046, -1.04097], [0.41956, 1.00407, -3.08688], [3.26240, -0.41052, 4.87046], [2.00485, 2.66587, -0.34213], [3.75446, 0.34752, 4.25030], [-6.33804, 0.93355, 1.09290], [4.95668, -1.37772, 3.66502], [0.85189, 0.21897, -0.85286], [-4.37479, -0.81510, -3.10513], [2.67799, 0.51320, -2.42796], [-5.44525, -1.28836, 1.77064], [1.37155, -0.74826, -0.86106], [-4.04901, 1.61594, -1.17076], [-2.03218, 3.15923, -1.19889], [5.91368, -3.63844, 0.24665], [-4.02324, -2.76736, -2.59952], [3.70661, 1.78463, -1.01309], [3.54702, 1.39954, 1.61022], [0.17400, 0.73495, 1.10549], [-5.14106, 0.62055, -1.37501], [-2.47061, 0.22772, -1.70277], [3.95954, 2.67255, 2.74372], [2.01478, 2.91790, 1.80481], [3.54034, -1.89449, -1.33587], [2.65135, -0.55361, -2.68721], [-2.63763, 1.05476, -1.00954], [-5.12778, 1.05183, -3.41138], [2.65833, 1.17605, 3.56865], [5.12763, 0.40282, -1.81964], [1.09019, 0.89012, 0.51838], [-6.32524, -0.17197, -2.92216], [-7.76310, 0.92191, 0.50346], [5.81256, -1.47962, 0.35727], [1.38593, 2.38831, 0.51170], [2.43755, 3.89785, 1.55654], [5.15836, -2.31296, 0.07430], [-8.74403, 1.98615, 2.19722], [3.49182, 0.14489, -0.42595], [4.70339, -3.06439, -1.89561], [5.25059, -1.23307, -3.25154], [5.26327, -4.46386, -0.06511], [-5.09840, -0.44616, -0.49234], [7.24256, -3.69005, -0.50865], [-7.26619, -2.59593, 1.05881], [4.61286, -2.10853, -1.36276]],
  "gap_ev": 6.9,
  "e_homo_ev": -10.32,
  "smiles": "CCCCCCCCN(CCCCCCCC)C(=S)SCCCN1COCN/C1=[N+](\\CC(=O)I)C[C@H]1CO1",
  "charge": 1
}